Record 1
A molecular structure, C48H26BiBr2F15GeN7OS2. Source: the Open Molecules 2025 dataset; level of theory: ωB97M-V/def2-TZVPD.

The geometry in XYZ format:
```
103
Properties=species:S:1:pos:R:3:lowdin_charge:R:1
Bi 0.22 0.88 -0.70 1.44
N -1.62 4.27 -3.28 0.05
C -1.30 3.30 -2.36 -0.91
S 0.36 3.28 -1.83 0.48
N -2.27 2.57 -1.94 0.00
N -1.95 1.58 -1.02 -0.19
C -2.97 1.12 -0.38 -0.08
C -3.00 -0.01 0.51 -0.16
C -4.09 -0.08 1.39 -0.04
C -4.26 -1.15 2.24 -0.09
C -3.34 -2.20 2.17 -0.07
C -2.27 -2.17 1.30 -0.01
C -2.05 -1.06 0.45 -0.37
O -1.03 -1.04 -0.38 -0.37
H -0.85 4.63 -3.82 0.07
H -2.49 4.12 -3.77 0.09
H -3.91 1.64 -0.56 0.14
H -4.79 0.74 1.41 0.12
H -5.09 -1.19 2.93 0.10
H -3.45 -3.06 2.83 0.10
H -1.56 -2.98 1.27 0.10
Br -0.79 -2.31 5.56 0.71
C -0.45 -1.13 4.11 -0.70
C 0.50 -1.53 3.14 -0.14
C 0.65 -0.67 2.09 -0.24
N 0.01 0.50 1.93 -0.03
C -0.89 0.90 2.89 -0.23
C -1.14 0.02 4.01 -0.08
C -1.53 2.12 2.76 -0.19
C -2.65 2.54 3.54 -0.10
C -3.50 3.47 3.07 -0.71
Br -5.03 4.00 4.06 0.67
C -3.30 4.05 1.76 -0.13
C -2.15 3.82 1.11 -0.09
N -1.13 3.02 1.69 -0.05
H 1.04 -2.47 3.20 0.09
H 1.33 -0.95 1.28 0.08
H -1.86 0.28 4.76 0.09
H -2.87 2.05 4.48 0.10
H -4.07 4.65 1.29 0.09
H -1.92 4.24 0.14 0.10
N 6.15 -1.57 4.16 0.16
C 5.52 -1.01 3.38 -0.17
C 4.75 -0.30 2.39 -0.21
C 4.97 -0.54 1.04 -0.01
C 4.20 0.16 0.12 -0.13
N 3.27 1.05 0.47 0.05
C 3.07 1.27 1.77 -0.16
C 3.78 0.61 2.77 0.00
H 5.72 -1.24 0.71 0.12
H 4.35 0.01 -0.94 0.11
H 2.29 1.97 2.02 0.08
H 3.57 0.81 3.81 0.13
C 3.13 4.84 0.55 -0.05
C 2.33 5.08 1.84 -0.61
C 1.97 6.57 1.94 -0.06
C 3.18 4.69 3.06 -0.05
C 1.09 4.29 1.82 0.02
C 0.07 3.64 1.76 -0.06
H 4.04 5.45 0.55 0.08
H 2.53 5.11 -0.32 0.07
H 3.42 3.79 0.45 0.06
H 2.88 7.17 1.95 0.08
H 1.40 6.76 2.85 0.08
H 1.36 6.87 1.09 0.09
H 4.06 5.33 3.11 0.08
H 3.52 3.65 2.99 0.06
H 2.60 4.81 3.98 0.09
F 2.83 -1.77 -2.90 0.07
C 2.50 -2.50 -1.83 -0.25
C 1.17 -2.81 -1.58 -0.13
C 0.94 -3.60 -0.47 -0.21
F -0.29 -4.03 -0.18 0.09
C 1.95 -4.02 0.38 -0.14
F 1.68 -4.77 1.45 0.12
C 3.26 -3.68 0.10 -0.14
F 4.25 -4.08 0.90 0.13
C 3.54 -2.92 -1.02 -0.16
F 4.81 -2.61 -1.32 0.11
Ge -0.22 -2.13 -2.81 0.68
S 0.07 -0.01 -3.19 0.19
C -1.97 -2.91 -2.42 -0.12
C -3.13 -2.17 -2.36 -0.23
F -3.13 -0.87 -2.62 0.10
C -4.35 -2.75 -2.04 -0.13
F -5.46 -2.01 -1.98 0.12
C -4.42 -4.11 -1.81 -0.13
F -5.59 -4.68 -1.51 0.13
C -3.28 -4.88 -1.90 -0.14
F -3.35 -6.20 -1.68 0.12
C -2.08 -4.27 -2.22 -0.22
F -0.99 -5.05 -2.30 0.09
C 0.15 -3.01 -4.58 -0.11
C 1.11 -3.96 -4.88 -0.21
F 1.93 -4.44 -3.93 0.10
C 1.28 -4.49 -6.15 -0.14
F 2.22 -5.40 -6.39 0.12
C 0.44 -4.07 -7.17 -0.14
F 0.58 -4.58 -8.40 0.12
C -0.55 -3.14 -6.91 -0.14
F -1.37 -2.75 -7.89 0.12
C -0.67 -2.64 -5.62 -0.23
F -1.66 -1.76 -5.41 0.08
```

As for the electronic energy: -327549.07992 eV. The calculation puts the HOMO-LUMO gap at 5.2 eV. The total charge is -1. For the energy above the lowest of the compared OMol25 structures with the same formula, charge and spin, the calculation gives 0.759 eV. The calculation puts the highest occupied orbital energy at -3.7 eV.


Record 2
A molecular structure, C48H29N14Tl. Source: the Open Molecules 2025 dataset; level of theory: ωB97M-V/def2-TZVPD.

The geometry in XYZ format:
```
92
Properties=species:S:1:pos:R:3:lowdin_charge:R:1
Tl -0.55 0.20 -0.29 1.08
C -3.85 -1.52 5.37 -0.09
C -2.54 -1.68 5.88 -0.09
C -1.45 -1.61 5.04 -0.02
C -1.68 -1.37 3.68 -0.13
C -0.78 -1.24 2.56 -0.29
N 0.55 -1.50 2.69 0.20
C 1.48 -1.31 1.81 -0.29
C 2.86 -1.80 2.04 -0.11
C 3.42 -2.53 3.06 -0.01
C 4.76 -2.87 2.95 -0.07
C 5.51 -2.47 1.84 -0.07
C 4.94 -1.74 0.81 -0.01
C 3.60 -1.42 0.94 -0.11
C 2.68 -0.69 0.02 -0.26
N 3.13 -0.17 -1.09 0.19
C 2.26 0.34 -2.00 -0.26
N 1.01 0.02 -2.04 0.08
C 0.27 0.91 -2.91 -0.34
N -0.89 0.30 -3.65 0.12
C -2.97 0.44 -2.10 -0.15
N -2.79 0.22 -0.82 0.06
C -3.84 -0.47 -0.29 -0.28
N -3.90 -0.88 0.97 0.21
C -2.85 -0.96 1.77 -0.30
N -1.49 -0.95 1.45 0.06
C -2.98 -1.22 3.18 -0.13
C -4.08 -1.30 4.03 -0.03
C -4.81 -0.66 -1.34 -0.09
C -6.05 -1.31 -1.39 -0.02
C -6.69 -1.40 -2.61 -0.09
C -6.12 -0.87 -3.78 -0.09
C -4.90 -0.23 -3.74 -0.02
C -4.24 -0.11 -2.51 -0.10
C 1.35 1.65 -3.67 -0.07
C 1.29 2.58 -4.68 0.00
C 2.47 3.18 -5.09 -0.07
C 3.69 2.87 -4.48 -0.08
C 3.75 1.94 -3.45 -0.01
C 2.57 1.33 -3.06 -0.08
N 1.43 -0.65 0.61 0.07
H -4.69 -1.59 6.05 0.10
H -2.40 -1.86 6.94 0.10
H -0.44 -1.73 5.41 0.11
H 2.82 -2.84 3.92 0.11
H 5.24 -3.44 3.73 0.10
H 6.56 -2.75 1.78 0.10
H 5.50 -1.43 -0.06 0.11
H -5.09 -1.18 3.64 0.11
H -6.48 -1.74 -0.49 0.11
H -7.66 -1.90 -2.67 0.10
H -6.64 -0.98 -4.72 0.10
H -4.46 0.15 -4.65 0.10
H 0.34 2.82 -5.14 0.12
H 2.45 3.91 -5.89 0.10
H 4.59 3.37 -4.81 0.10
H 4.69 1.69 -2.96 0.11
C -1.41 4.01 -2.44 -0.07
C -2.32 3.53 -3.50 -0.07
C -2.51 2.23 -3.74 0.00
C -1.89 1.18 -2.87 -0.29
C -0.72 1.71 -2.02 -0.21
C -0.61 3.16 -1.79 -0.07
C -1.08 -1.11 -3.53 -0.27
C -1.31 -1.85 -4.71 0.02
C -1.54 -3.19 -4.62 0.00
C -1.53 -3.82 -3.35 -0.15
C -1.74 -5.21 -3.17 -0.03
C -1.71 -5.76 -1.92 -0.08
C -1.47 -4.94 -0.79 -0.06
C -1.27 -3.60 -0.93 0.00
C -1.29 -3.01 -2.22 -0.18
N -1.08 -1.66 -2.34 0.17
H -1.35 5.07 -2.26 0.10
H -2.81 4.27 -4.12 0.10
H -3.14 1.90 -4.56 0.10
H 0.14 3.53 -1.10 0.11
H -1.31 -1.33 -5.65 0.11
H -1.73 -3.79 -5.50 0.12
H -1.92 -5.83 -4.05 0.11
H -1.87 -6.82 -1.79 0.10
H -1.45 -5.38 0.19 0.11
H -1.10 -2.96 -0.07 0.09
N -2.90 2.31 4.13 0.16
N -1.75 2.19 3.37 -0.27
N -0.55 2.34 3.88 0.14
C 0.20 2.16 2.79 -0.19
N -0.54 1.91 1.71 -0.02
N -1.80 1.94 2.10 0.09
H -2.68 1.98 5.06 0.10
H -3.61 1.73 3.69 0.10
H 1.27 2.17 2.81 0.12
```

As for the electronic energy: -75799.10462 eV. The calculation puts the HOMO-LUMO gap (alpha / beta) at 5.2 / 5.0 eV. The calculation puts the highest occupied orbital energy (alpha / beta) at -6.4 / -6.2 eV.


Record 3
A molecular structure, C48H30Br4CaN9. Source: the Open Molecules 2025 dataset; level of theory: ωB97M-V/def2-TZVPD.

The geometry in XYZ format:
```
92
Properties=species:S:1:pos:R:3:lowdin_charge:R:1
Ca -0.15 0.19 -0.04 1.29
Br 4.01 3.26 4.80 0.82
C 2.82 2.76 3.44 -0.67
C 1.73 1.95 3.73 -0.07
C 0.89 1.61 2.68 -0.13
N 1.07 2.02 1.42 0.05
C 2.14 2.78 1.16 -0.22
C 3.03 3.19 2.14 -0.04
C 2.38 3.10 -0.27 -0.22
C 2.62 4.41 -0.68 -0.05
C 2.87 4.62 -2.03 -0.68
Br 3.16 6.36 -2.66 0.80
C 2.90 3.55 -2.90 -0.09
C 2.64 2.29 -2.38 -0.13
N 2.36 2.06 -1.10 0.12
H 1.54 1.58 4.72 0.11
H 0.03 0.97 2.87 0.10
H 3.89 3.79 1.89 0.12
H 2.61 5.22 0.02 0.12
H 3.11 3.68 -3.95 0.11
H 2.65 1.42 -3.04 0.12
C -1.17 3.28 -3.68 -0.02
C -0.76 2.72 -2.46 -0.13
N -0.35 1.48 -2.32 0.06
C -0.29 0.70 -3.43 -0.17
C -0.71 1.15 -4.69 -0.14
C -1.16 2.48 -4.80 0.01
C -0.65 0.27 -5.82 -0.01
C -0.16 -0.98 -5.70 -0.01
C 0.32 -1.46 -4.44 -0.14
C 0.87 -2.75 -4.29 0.01
C 1.30 -3.15 -3.06 -0.02
C 1.18 -2.27 -1.97 -0.11
N 0.66 -1.06 -2.08 0.04
C 0.25 -0.64 -3.30 -0.18
H -1.48 4.31 -3.73 0.12
H -0.78 3.33 -1.56 0.11
H -1.48 2.85 -5.76 0.13
H -1.01 0.64 -6.78 0.12
H -0.10 -1.64 -6.56 0.12
H 0.94 -3.40 -5.15 0.13
H 1.74 -4.13 -2.90 0.12
H 1.50 -2.56 -0.98 0.11
Br -5.90 4.51 0.96 0.82
C -4.36 3.47 0.67 -0.67
C -3.22 3.67 1.43 -0.08
C -2.13 2.85 1.17 -0.11
N -2.12 1.90 0.24 0.05
C -3.22 1.73 -0.49 -0.23
C -4.37 2.49 -0.31 -0.05
C -3.21 0.63 -1.51 -0.22
C -4.01 0.70 -2.64 -0.05
C -4.01 -0.37 -3.51 -0.68
Br -5.03 -0.30 -5.09 0.81
C -3.26 -1.50 -3.22 -0.08
C -2.46 -1.45 -2.09 -0.11
N -2.40 -0.40 -1.26 0.07
H -3.18 4.42 2.20 0.11
H -1.22 2.98 1.74 0.10
H -5.26 2.30 -0.89 0.11
H -4.61 1.58 -2.85 0.11
H -3.26 -2.37 -3.86 0.12
H -1.82 -2.29 -1.84 0.12
N 1.98 -7.12 7.43 0.17
C 1.74 -6.32 6.64 -0.18
C 1.44 -5.32 5.65 -0.22
C 1.56 -5.62 4.30 -0.01
C 1.29 -4.65 3.36 -0.01
C 0.88 -3.38 3.75 -0.20
C 0.75 -3.09 5.11 -0.01
C 1.04 -4.05 6.06 -0.01
C 0.58 -2.33 2.72 -0.05
C -0.76 -1.95 2.60 -0.27
C -1.84 -2.54 3.31 -0.02
C -2.98 -1.88 2.93 -0.07
C -2.56 -0.91 2.00 -0.18
N -1.25 -0.94 1.78 -0.07
C 1.69 -1.85 2.02 -0.28
C 3.05 -2.17 2.30 -0.02
C 3.82 -1.45 1.42 -0.07
C 2.91 -0.72 0.62 -0.19
N 1.64 -0.95 0.96 -0.09
H 1.87 -6.61 4.00 0.12
H 1.39 -4.87 2.30 0.13
H 0.43 -2.10 5.41 0.13
H 0.95 -3.82 7.11 0.12
H -1.77 -3.36 4.01 0.11
H -3.99 -2.05 3.27 0.10
H -3.19 -0.20 1.48 0.09
H 3.40 -2.83 3.08 0.11
H 4.90 -1.42 1.35 0.09
H 3.14 -0.03 -0.18 0.08
```

As for the electronic energy: -362283.34471 eV. The calculation puts the HOMO-LUMO gap at 6.3 eV. The total charge is +1. For the energy above the lowest of the compared OMol25 structures with the same formula, charge and spin, the calculation gives 0.000 eV. The calculation puts the highest occupied orbital energy at -9.4 eV.


Record 4
A molecular structure, C48H31I4IrN7S. Source: the Open Molecules 2025 dataset; level of theory: ωB97M-V/def2-TZVPD.

The geometry in XYZ format:
```
92
Properties=species:S:1:pos:R:3:mulliken_spin:R:1
Ir 0.47 0.50 0.13 1.86
I -7.97 4.85 2.57 0.00
C -6.13 3.98 2.08 0.01
C -5.98 2.60 2.17 0.00
C -4.76 2.03 1.84 0.03
C -3.70 2.82 1.43 0.10
C -3.86 4.19 1.34 0.03
C -5.08 4.78 1.67 0.00
C -2.40 2.18 1.07 0.03
C -2.07 2.12 -0.32 0.06
C -2.89 2.59 -1.33 0.16
C -2.28 2.24 -2.55 0.14
C -1.10 1.58 -2.23 0.08
C -0.22 1.00 -3.20 0.03
C -0.60 1.13 -4.63 0.06
C -0.95 0.00 -5.36 0.04
C -1.32 0.10 -6.69 -0.01
C -1.32 1.35 -7.31 0.01
I -1.85 1.51 -9.32 0.00
C -0.96 2.48 -6.60 0.00
C -0.61 2.37 -5.26 0.04
C 0.94 0.32 -2.90 0.05
N 1.42 0.06 -1.65 0.12
C 2.65 -0.53 -1.81 0.01
C 3.50 -0.91 -0.80 0.03
C 4.82 -1.50 -1.16 0.07
C 4.89 -2.69 -1.88 0.05
C 6.12 -3.24 -2.21 -0.01
C 7.29 -2.61 -1.81 0.02
I 9.13 -3.45 -2.29 0.00
C 7.23 -1.42 -1.09 -0.01
C 6.00 -0.88 -0.76 0.04
C 3.20 -0.81 0.60 0.10
C 4.01 -1.26 1.63 0.14
C 3.31 -1.06 2.83 0.13
C 2.10 -0.49 2.50 0.12
N 2.00 -0.33 1.13 -0.05
C 1.09 -0.12 3.47 0.01
C -0.05 0.58 3.17 0.00
C -1.04 0.99 4.15 0.02
C -2.00 1.65 3.48 -0.01
C -1.64 1.63 2.08 0.02
N -0.45 0.99 1.92 0.17
C 1.35 -0.52 4.87 0.08
C 1.30 -1.87 5.22 0.04
C 1.53 -2.28 6.52 0.00
C 1.82 -1.33 7.49 0.01
I 2.19 -1.93 9.46 0.00
C 1.88 0.02 7.16 0.00
C 1.64 0.42 5.86 0.03
C 2.94 -0.64 -3.22 0.02
C 1.90 -0.13 -3.89 0.00
N -0.95 1.51 -0.86 -0.03
H -6.81 1.98 2.49 0.00
H -4.64 0.95 1.91 0.00
H -3.04 4.82 1.02 0.00
H -5.20 5.85 1.61 0.00
H -3.83 3.09 -1.19 0.01
H -2.65 2.42 -3.54 0.01
H -0.95 -0.97 -4.88 0.00
H -1.60 -0.78 -7.25 0.00
H -0.96 3.45 -7.08 0.00
H -0.33 3.26 -4.70 0.00
H 3.98 -3.18 -2.19 0.00
H 6.16 -4.17 -2.77 0.00
H 8.14 -0.92 -0.79 0.00
H 5.96 0.05 -0.21 0.00
H 4.98 -1.70 1.51 0.01
H 3.65 -1.28 3.83 0.01
H -0.98 0.81 5.21 0.00
H -2.89 2.12 3.89 0.00
H 1.08 -2.61 4.46 0.00
H 1.48 -3.33 6.79 0.00
H 2.12 0.76 7.92 0.00
H 1.70 1.47 5.60 0.00
H 3.86 -1.03 -3.64 0.00
H 1.78 -0.03 -4.96 0.00
C -4.16 -1.84 -2.47 -0.01
C -4.13 -2.38 -1.03 0.00
C -2.75 -2.32 -0.45 0.00
N -2.02 -1.26 -0.44 0.00
N -0.78 -1.46 0.13 0.10
C -0.59 -2.68 0.54 0.01
N 0.55 -3.09 1.15 -0.01
S -1.94 -3.71 0.25 0.02
H -5.19 -1.75 -2.81 0.00
H -3.63 -2.51 -3.15 0.00
H -3.69 -0.85 -2.52 0.00
H -4.49 -3.40 -1.01 0.00
H -4.79 -1.79 -0.40 0.00
H 1.33 -2.46 1.16 0.01
H 0.73 -4.07 1.28 0.00
```

As for the electronic energy: -106781.41704 eV. The calculation puts the HOMO-LUMO gap (alpha / beta) at 5.1 / 4.9 eV. The total charge is +1. For the energy above the lowest of the compared OMol25 structures with the same formula, charge and spin, the calculation gives 0.000 eV. Its spin multiplicity is 5. The calculation puts the highest occupied orbital energy (alpha / beta) at -8.5 / -10.5 eV. As for the expectation value of S²: 6.1375.


Record 5
A molecular structure, C48H32IrN2O6PS4 at a distorted geometry. Source: the Open Molecules 2025 dataset; level of theory: ωB97M-V/def2-TZVPD.

The geometry in XYZ format:
```
94
Properties=species:S:1:pos:R:3:mulliken_spin:R:1
Ir -0.18 -0.18 -1.31 1.69
O -3.73 1.65 -1.69 0.00
S -3.23 0.91 -0.52 0.01
O -2.62 1.72 0.54 0.01
O -2.17 -0.16 -1.03 0.02
C -4.64 -0.07 -0.05 0.00
C -5.79 0.71 -0.19 0.00
C -7.09 0.21 0.08 0.00
C -7.26 -1.14 0.37 0.00
C -6.12 -2.00 0.39 0.00
C -4.82 -1.48 0.19 0.00
S -3.60 -2.80 -0.06 0.00
O -4.14 -4.15 0.17 0.00
O -2.48 -2.56 0.83 0.02
O -3.35 -2.52 -1.47 0.02
H -5.65 1.75 -0.47 0.00
H -7.96 0.85 0.07 0.00
H -8.23 -1.62 0.52 0.00
H -6.22 -3.07 0.55 0.00
S 4.08 -4.10 -1.95 0.01
C 5.70 -4.65 -1.56 0.01
C 6.61 -3.63 -1.66 0.00
C 6.05 -2.40 -1.84 0.04
C 4.66 -2.49 -2.01 -0.08
C 3.80 -1.37 -2.19 -0.13
C 2.43 -1.43 -1.89 0.23
N 1.66 -0.34 -1.93 0.16
C 2.25 0.80 -2.45 0.17
C 3.65 0.94 -2.77 -0.07
C 4.17 2.24 -3.13 0.07
C 3.31 3.34 -3.13 -0.07
C 1.93 3.21 -2.75 0.07
C 1.04 4.30 -2.63 -0.05
C -0.27 4.05 -2.20 0.08
C -0.74 2.71 -2.07 -0.02
N 0.12 1.70 -1.99 0.06
C 1.39 1.91 -2.46 0.02
C -1.21 5.13 -1.91 -0.03
C -2.43 4.89 -1.27 0.03
C -3.18 6.07 -1.06 -0.02
C -2.54 7.21 -1.45 0.03
S -1.02 6.92 -2.21 0.00
C 4.45 -0.20 -2.59 0.46
H 5.96 -5.68 -1.41 0.00
H 7.65 -3.76 -1.58 0.00
H 6.57 -1.46 -1.83 0.01
H 1.95 -2.36 -1.69 0.10
H 5.24 2.34 -3.30 0.00
H 3.73 4.35 -3.35 0.00
H 1.44 5.29 -2.84 0.00
H -1.83 2.47 -2.00 -0.01
H -2.74 3.91 -0.95 0.02
H -4.17 6.03 -0.66 0.00
H -2.87 8.21 -1.42 0.00
H 5.49 -0.26 -2.89 0.04
C -2.27 -0.54 5.53 0.00
C -2.97 -0.70 4.35 0.00
C -2.31 -0.57 3.10 0.00
C -0.93 -0.37 3.03 0.08
C -0.20 -0.20 4.27 0.02
C -0.88 -0.29 5.48 0.00
P 0.04 -0.22 1.45 0.16
C 1.32 0.95 1.91 0.07
C 0.83 2.17 2.39 0.04
C 1.77 3.16 2.66 -0.01
C 3.09 3.03 2.40 0.02
C 3.55 1.84 1.89 -0.01
C 2.68 0.78 1.66 0.02
C 0.77 -1.86 1.31 0.02
C 1.67 -2.36 2.22 -0.01
C 2.07 -3.72 2.19 0.02
C 1.56 -4.56 1.24 0.04
C 0.70 -4.06 0.21 0.00
C 0.14 -4.88 -0.80 0.20
C -0.62 -4.33 -1.76 -0.01
C -0.82 -2.96 -1.90 0.10
C -0.32 -2.11 -0.94 0.17
C 0.33 -2.64 0.18 0.17
H -2.73 -0.66 6.52 0.00
H -4.03 -0.90 4.38 0.00
H -2.86 -0.71 2.19 0.00
H 0.90 -0.04 4.27 0.00
H -0.34 -0.05 6.43 0.00
H -0.24 2.29 2.55 0.00
H 1.40 4.14 3.00 0.00
H 3.74 3.87 2.60 0.00
H 4.63 1.66 1.66 0.00
H 3.06 -0.10 1.13 0.01
H 1.92 -1.74 3.08 0.00
H 2.81 -4.06 2.91 0.00
H 1.76 -5.60 1.22 0.00
H 0.26 -5.97 -0.68 -0.01
H -1.10 -4.99 -2.49 0.01
H -1.39 -2.63 -2.77 0.00
```

As for the electronic energy: -121024.24391 eV. The calculation puts the HOMO-LUMO gap (alpha / beta) at 5.0 / 4.5 eV. For the energy above the lowest of the compared OMol25 structures with the same formula, charge and spin, the calculation gives 1.205 eV. Its spin multiplicity is 5. The calculation puts the highest occupied orbital energy (alpha / beta) at -5.6 / -7.8 eV. As for the expectation value of S²: 6.0757.


Number 2 is which compound?
C48H29N14Tl